# C28H39FMgN10O6SSi

C28H39FMgN10O6SSi as an isolated structure (ωB97M-V/def2-TZVPD, the Open Molecules 2025 dataset).

The total charge is -2. Its strongest force on any atom is 0.826 eV/A. The calculation puts the total energy at -83741.8893 eV. Its gap between HOMO and LUMO is 0.201 Eh.

Last column: Mulliken charge in e.
Positions of all 87 atoms, in Å:
Mg -0.154 0.051 -0.592  0.8946
C -0.182 -7.352 -2.233  -1.8306
C -1.570 -6.835 -1.868  0.5971
C -2.600 -7.267 -2.899  -1.0107
C -3.988 -6.804 -2.482  -1.1116
C -3.982 -5.308 -2.288  1.3077
C -5.116 -4.560 -2.494  -0.8753
C -5.091 -3.181 -2.320  0.1700
F -6.230 -2.502 -2.559  -0.3761
C -3.966 -2.520 -1.924  -1.0786
C -2.807 -3.269 -1.700  0.9598
C -1.605 -2.574 -1.205  0.8658
O -1.680 -1.394 -0.856  1.0872
C -0.412 -3.363 -1.128  -0.3181
C -0.482 -4.689 -1.363  -0.6144
N -1.599 -5.363 -1.740  0.2876
C -2.793 -4.655 -1.909  -1.0033
C 0.941 -2.762 -0.771  0.2347
O 1.843 -3.561 -0.511  -0.8169
O 0.988 -1.495 -0.848  -0.4920
H -0.270 -8.392 -2.551  0.4332
H 0.514 -7.319 -1.395  0.4872
H 0.243 -6.772 -3.056  0.3835
H -1.858 -7.264 -0.903  0.1283
H -2.558 -8.352 -3.007  0.3820
H -2.337 -6.819 -3.863  0.3162
H -4.262 -7.302 -1.547  0.3302
H -4.739 -7.079 -3.224  0.4222
H -6.039 -5.045 -2.801  0.4700
H -3.922 -1.437 -1.812  0.6119
H 0.427 -5.259 -1.235  0.7294
N -0.947 3.122 -0.586  0.2427
C 0.424 2.931 -0.850  0.0013
N 1.276 3.914 -1.043  -0.5964
N 2.447 3.276 -1.302  -0.6979
N 2.282 1.993 -1.261  -0.3512
N 0.988 1.727 -0.956  0.5416
C -1.853 2.371 -1.343  0.5475
N -3.025 2.816 -1.763  -0.6806
N -3.548 1.762 -2.436  -0.7579
N -2.734 0.755 -2.403  -0.3319
N -1.621 1.107 -1.699  -0.0397
H -1.190 4.098 -0.568  0.3419
C -3.156 0.441 1.135  -1.6704
C -2.293 -0.215 2.210  2.1349
C -2.714 0.382 3.559  -1.7904
C -2.504 -1.725 2.249  -1.3718
O -0.905 0.100 1.858  -0.2268
Si 0.417 0.173 2.940  -0.0096
S 2.154 0.301 1.961  -0.7319
O 0.113 -1.175 3.887  0.2914
C 0.749 -1.725 5.028  1.6234
C 2.132 -1.132 5.307  -1.5548
C -0.167 -1.460 6.225  -1.5402
C 0.875 -3.222 4.764  -1.8141
O 0.052 1.392 4.040  -0.3343
C 0.273 2.798 4.009  1.9862
C -0.585 3.371 5.132  -1.8694
C 1.741 3.130 4.266  -1.8006
C -0.160 3.368 2.663  -1.3806
H -4.213 0.308 1.382  0.6267
H -2.976 0.015 0.146  -0.1432
H -2.936 1.512 1.092  0.2612
H -3.761 0.118 3.736  0.5883
H -2.626 1.470 3.543  0.1993
H -2.109 -0.001 4.378  0.1435
H -3.571 -1.946 2.361  0.4447
H -1.951 -2.155 3.084  0.0019
H -2.145 -2.183 1.330  0.0613
H 2.054 -0.063 5.533  0.1657
H 2.778 -1.234 4.434  0.3407
H 2.576 -1.650 6.166  0.5036
H -0.319 -0.380 6.321  0.1463
H 0.274 -1.846 7.151  0.4599
H -1.140 -1.937 6.068  0.2676
H 1.432 -3.375 3.836  0.3912
H -0.118 -3.670 4.650  0.3323
H 1.398 -3.723 5.587  0.3886
H -0.237 2.985 6.095  0.3663
H -1.628 3.069 4.993  0.3510
H -0.528 4.467 5.146  0.3528
H 2.054 2.724 5.234  0.3644
H 1.882 4.217 4.270  0.4786
H 2.367 2.681 3.493  0.2308
H -1.219 3.167 2.475  0.2352
H 0.424 2.904 1.863  0.0429
H 0.011 4.448 2.626  0.6667

***

# C17H20O2S2

An isolated molecule of C17H20O2S2 in a non-equilibrium geometry (ωB97M-V/def2-TZVPD, the Open Molecules 2025 dataset).

The total charge is 0. Its strongest force on any atom is 1.627 eV/A. The calculation puts the total energy at -43717.5407 eV. Its gap between HOMO and LUMO is 0.326 Eh.

Last column: Mulliken charge in e.
Positions of all 41 atoms, in Å:
C 3.321 -2.449 4.409  -1.4530
C 2.358 -1.956 3.371  0.9662
C 1.066 -1.582 3.723  -0.7348
C 0.185 -1.110 2.767  -0.4304
C 0.596 -1.018 1.451  -0.2922
C 1.882 -1.366 1.080  -0.2739
C 2.756 -1.838 2.042  -0.9162
H 3.762 -2.116 1.762  0.3821
H 2.188 -1.258 0.051  0.4731
S -0.553 -0.411 0.192  1.1677
O -1.682 0.176 0.925  -0.8364
C -1.143 -2.112 -0.314  -1.0252
C -0.562 -2.439 -1.675  -0.5817
C -0.927 -1.386 -2.708  -0.9664
H -1.100 -1.825 -3.689  0.4860
H -1.800 -0.810 -2.411  0.5314
S 0.503 -0.185 -2.989  0.2048
O 1.498 -0.491 -1.952  -0.4836
C -0.347 1.318 -2.436  0.3899
C 0.184 2.051 -1.391  -0.4917
C -0.456 3.199 -0.969  -0.5192
C -1.619 3.634 -1.596  0.8148
C -2.115 2.906 -2.670  -0.7204
C -1.480 1.753 -3.098  -0.5097
H -1.871 1.193 -3.936  0.4258
H -3.010 3.240 -3.175  0.3401
C -2.327 4.858 -1.104  -1.4816
H -1.616 5.646 -0.866  0.3800
H -2.879 4.620 -0.195  0.2906
H -3.031 5.229 -1.845  0.3661
H -0.055 3.762 -0.139  0.3820
H 1.088 1.703 -0.914  0.5611
H -0.907 -3.423 -2.000  0.4022
H 0.529 -2.478 -1.591  0.3054
H -0.849 -2.839 0.439  0.4536
H -2.229 -2.032 -0.343  0.5212
H -0.819 -0.805 3.021  0.4814
H 0.749 -1.661 4.753  0.3572
H 3.944 -1.625 4.758  0.2898
H 3.977 -3.213 3.997  0.3703
H 2.793 -2.860 5.266  0.3739

***

Going through the records in order, we get E_LUMO values of 3.43; 0.65 eV.